{
  "formula": "C5H4N2O",
  "method": "wB97M-V/def2-TZVPD",
  "lumo_energy_ev": -1.2,
  "e_above_lowest_kcal_mol": 72.25,
  "spin_multiplicity": 1,
  "homo_lumo_gap_ev": 8.47,
  "species": ["O", "C", "N", "C", "C", "C", "C", "N", "H", "H", "H", "H"],
  "xyz": [[0.368306, 1.848789, 1.410348], [0.547820, 0.740067, 0.852173], [1.342320, 0.509326, -0.309189], [0.856292, -0.161243, -1.339467], [-0.462444, -0.305836, -1.799408], [-1.235826, -0.897429, -0.746308], [-0.978939, -1.113906, 0.647270], [-0.208155, -0.548167, 1.368768], [1.547748, -0.279406, -2.124636], [-0.898254, -0.547383, -2.703926], [-2.271173, -1.418386, -0.747665], [-1.625346, -1.843177, 1.190832]],
  "forces_ev_per_angstrom": [[0.98, -4.63, -1.97], [-2.32, 1.71, 0.42], [-1.44, -2.08, 0.74], [1.90, 3.90, 0.20], [-3.60, -3.53, 6.50], [-2.12, 0.13, -2.01], [-2.57, -2.16, -1.92], [5.88, 5.76, 3.81], [1.40, -0.48, -0.70], [0.10, 0.23, -2.33], [1.41, 1.18, -1.90], [0.37, -0.02, -0.85]]
}